No. 1
C17H50N5O7P2SSi4TeW as an isolated structure at a distorted geometry, computed with wB97M-V/def2-TZVPD.

Each line ends with the Löwdin charge.
Element x y z (Å)
1 W -1.877 -0.744 0.623  0.99
2 N -2.036 0.157 4.092  -0.02
3 C -2.982 1.062 4.741  -0.27
4 C -2.661 2.511 4.405  -0.23
5 N -2.558 2.732 2.971  -0.07
6 C -2.833 4.078 2.503  -0.24
7 C -3.195 4.082 1.028  -0.27
8 N -2.032 3.653 0.228  -0.01
9 H -2.176 -0.795 4.411  0.06
10 H -1.081 0.401 4.336  0.06
11 H -3.004 0.952 5.833  0.11
12 H -3.980 0.825 4.366  0.10
13 H -1.756 2.820 4.955  0.12
14 H -3.471 3.132 4.795  0.11
15 H -1.675 2.388 2.625  0.04
16 H -1.997 4.784 2.652  0.12
17 H -3.668 4.466 3.090  0.12
18 H -3.538 5.083 0.742  0.11
19 H -4.018 3.381 0.878  0.10
20 H -1.203 4.129 0.586  0.06
21 H -2.124 3.962 -0.733  0.06
22 O -3.912 -0.198 -1.631  -0.19
23 P -4.271 -1.695 -1.199  0.23
24 O -5.034 -2.397 -2.212  -0.21
25 O -2.924 -2.168 -0.625  -0.53
26 O -5.157 -1.464 0.185  -0.21
27 P -4.405 -0.905 1.461  0.23
28 O -5.531 -0.614 2.495  -0.03
29 O -3.302 -1.829 1.934  -0.34
30 O -3.589 0.334 1.055  -0.37
31 H -4.518 0.157 -2.293  0.11
32 H -6.425 -0.882 2.238  0.12
33 C 0.886 1.493 -5.000  -0.21
34 Si 1.891 0.051 -4.342  0.31
35 C 1.158 -1.573 -4.931  -0.23
36 C 3.675 0.152 -4.924  -0.21
37 Si 1.873 0.158 -1.964  0.17
38 Te -0.571 -0.653 -1.774  0.78
39 Si 3.289 -1.452 -1.019  0.34
40 C 2.953 -3.150 -1.754  -0.21
41 C 5.054 -0.911 -1.346  -0.20
42 C 2.982 -1.510 0.838  -0.21
43 Si 2.383 2.340 -1.223  0.33
44 C 3.836 2.900 -2.273  -0.21
45 C 2.947 2.400 0.565  -0.22
46 C 0.885 3.430 -1.516  -0.22
47 H 0.563 1.295 -6.024  0.04
48 H 1.475 2.412 -5.011  0.03
49 H -0.010 1.676 -4.403  0.02
50 H 1.288 -1.657 -6.013  0.04
51 H 0.089 -1.638 -4.728  0.00
52 H 1.646 -2.434 -4.471  0.02
53 H 3.702 0.371 -5.995  0.04
54 H 4.187 -0.800 -4.778  0.03
55 H 4.244 0.929 -4.417  0.01
56 H 3.527 -3.300 -2.671  0.03
57 H 1.899 -3.292 -2.000  0.01
58 H 3.247 -3.938 -1.057  0.03
59 H 5.260 -0.823 -2.414  0.02
60 H 5.751 -1.645 -0.934  0.04
61 H 5.273 0.049 -0.878  0.02
62 H 1.900 -1.501 1.009  -0.03
63 H 3.417 -0.650 1.347  0.03
64 H 3.404 -2.417 1.279  0.04
65 H 4.662 2.189 -2.257  0.02
66 H 4.212 3.846 -1.875  0.04
67 H 3.550 3.071 -3.312  0.03
68 H 3.913 1.904 0.679  0.02
69 H 2.240 1.944 1.275  -0.01
70 H 3.086 3.445 0.852  0.04
71 H 0.780 3.669 -2.575  0.03
72 H 0.973 4.371 -0.969  0.04
73 H -0.034 2.928 -1.197  -0.01
74 S -0.270 0.536 1.058  0.26
75 C -0.721 -2.481 1.325  -0.39
76 N -0.797 -3.642 0.722  0.06
77 C -0.125 -4.827 1.268  -0.13
78 C -0.485 -4.905 2.741  -0.14
79 C -0.119 -3.606 3.459  -0.14
80 N -0.229 -2.426 2.584  0.01
81 H -1.263 -3.674 -0.173  0.12
82 H 0.951 -4.713 1.101  0.13
83 H -0.478 -5.701 0.727  0.13
84 H -0.021 -5.765 3.221  0.12
85 H -1.565 -5.049 2.799  0.12
86 H 0.889 -3.627 3.875  0.13
87 H -0.817 -3.463 4.285  0.12
88 H 0.498 -1.732 2.674  0.10

Kohn-Sham gap (spin up / spin down) = 6.71 / 5.74 eV
energy relative to the best compared isomer or geometry (same formula, charge and spin) = 36.66 kcal per mole
HOMO (spin up / spin down) = -10.6 / -10.6 eV
E_tot = -4052.3963 hartree
LUMO (spin up / spin down) = -3.8758 / -4.8401 eV
net charge = +1

No. 2
A 20-piece molecular cluster, H40O20 overall at a distorted geometry, computed with wB97M-V/def2-TZVPD.

Each line ends with the natural charge from an NBO analysis.
Element x y z (Å)
1 O 4.308 2.572 -0.957  -0.95
2 H 4.324 3.451 -1.302  0.48
3 H 5.158 2.167 -1.178  0.48
4 O 0.529 -4.622 1.728  -0.96
5 H 1.203 -4.668 2.345  0.50
6 H -0.337 -4.632 2.009  0.47
7 O -1.027 -2.449 3.404  -0.95
8 H -1.864 -2.468 3.865  0.48
9 H -1.114 -3.055 2.455  0.46
10 O -3.556 -0.170 -0.901  -0.96
11 H -2.689 0.170 -0.823  0.46
12 H -4.001 0.300 -0.179  0.49
13 O 1.712 -4.374 -2.891  -0.97
14 H 1.302 -4.073 -2.091  0.49
15 H 2.642 -4.420 -2.772  0.46
16 O 4.881 3.239 1.496  -0.95
17 H 5.182 2.353 1.914  0.46
18 H 4.019 2.938 1.098  0.48
19 O 1.871 1.055 1.878  -0.93
20 H 2.839 1.138 2.152  0.49
21 H 1.420 1.812 2.157  0.50
22 O -2.360 -2.192 -4.611  -0.94
23 H -1.896 -1.546 -5.170  0.47
24 H -1.727 -2.994 -4.656  0.47
25 O 0.428 -3.379 -0.695  -1.00
26 H -0.050 -3.993 0.005  0.51
27 H 1.005 -2.713 -0.251  0.50
28 O -0.362 0.357 -1.901  -0.95
29 H 0.383 0.745 -1.920  0.46
30 H -0.340 -0.564 -1.627  0.49
31 O -1.516 2.314 0.440  -0.94
32 H -1.265 2.310 1.323  0.46
33 H -1.225 1.353 0.327  0.48
34 O 0.625 -1.019 1.303  -1.01
35 H 0.606 -1.823 1.802  0.46
36 H 1.164 -0.315 1.828  0.50
37 O -0.131 2.740 4.235  -0.95
38 H 0.741 3.076 3.803  0.48
39 H 0.297 2.502 5.062  0.46
40 O -2.740 3.934 -3.472  -0.96
41 H -2.319 2.853 -3.458  0.49
42 H -3.592 3.700 -3.005  0.48
43 O -3.642 -4.190 -0.925  -0.95
44 H -2.964 -4.176 -1.503  0.46
45 H -3.914 -3.171 -0.899  0.49
46 O -1.505 5.306 -1.796  -0.99
47 H -2.058 5.429 -2.719  0.51
48 H -1.613 4.427 -1.458  0.47
49 O 0.986 -1.033 -5.996  -0.96
50 H 0.668 -1.382 -5.216  0.48
51 H 0.908 -0.088 -6.167  0.48
52 O 1.825 4.375 2.937  -0.97
53 H 1.725 5.015 2.183  0.49
54 H 2.781 4.566 3.044  0.49
55 O -4.614 0.460 1.603  -1.00
56 H -5.603 0.267 1.626  0.50
57 H -4.228 1.261 2.187  0.51
58 O 2.984 -3.138 3.740  -0.95
59 H 3.632 -2.749 3.111  0.47
60 H 2.104 -2.791 3.479  0.47

Kohn-Sham gap = 9.57 eV
energy relative to the best compared isomer or geometry (same formula, charge and spin) = 197.15 kcal per mole
HOMO = -10.2 eV
E_tot = -1528.5688 hartree
LUMO = -0.5789 eV

No. 3
A 4-piece molecular cluster, C30H58BrNO12P3 overall at a distorted geometry, computed with wB97M-V/def2-TZVPD.

Each line ends with the Löwdin charge.
Element x y z (Å)
1 Br 3.178 -4.288 5.446  0.68
2 C 3.706 -4.059 3.571  -0.56
3 C 4.220 -2.657 3.321  -0.25
4 C 3.120 -1.554 3.371  -0.10
5 C 2.138 -1.824 2.243  -0.15
6 N 2.562 -1.471 1.045  0.15
7 C 1.803 -1.691 -0.080  -0.02
8 C 0.599 -2.302 -0.009  0.04
9 C 0.087 -2.690 1.274  -0.10
10 C -1.158 -3.343 1.481  0.00
11 C -1.537 -3.688 2.746  -0.03
12 C -0.763 -3.426 3.885  -0.03
13 C 0.443 -2.807 3.725  -0.02
14 C 0.887 -2.440 2.434  -0.09
15 H 4.475 -4.808 3.396  0.06
16 H 2.859 -4.337 2.946  0.06
17 H 4.577 -2.651 2.280  0.11
18 H 5.080 -2.398 3.935  0.12
19 H 3.552 -0.560 3.244  0.12
20 H 2.620 -1.589 4.333  0.09
21 H 3.475 -1.043 0.964  0.17
22 H 2.237 -1.380 -1.019  0.14
23 H 0.039 -2.494 -0.914  0.13
24 H -1.779 -3.575 0.624  0.12
25 H -2.486 -4.198 2.880  0.12
26 H -1.074 -3.702 4.883  0.12
27 H 1.007 -2.609 4.622  0.07
28 O 3.534 4.950 2.334  -0.22
29 P 3.883 4.417 3.673  0.54
30 O 5.412 3.869 3.541  -0.20
31 C 6.460 4.791 3.239  -0.28
32 C 6.743 5.736 4.391  -0.08
33 O 3.085 2.986 3.686  -0.21
34 C 2.156 2.656 2.662  -0.28
35 C 2.839 1.954 1.505  -0.06
36 O 3.843 4.427 5.312  -0.18
37 C 3.484 5.619 6.037  -0.27
38 C 2.327 6.373 5.417  -0.08
39 H 6.215 5.345 2.329  0.11
40 H 7.346 4.190 3.033  0.12
41 H 5.927 6.458 4.507  0.06
42 H 7.658 6.301 4.214  0.08
43 H 6.840 5.189 5.329  0.09
44 H 1.619 3.539 2.322  0.11
45 H 1.414 1.989 3.109  0.11
46 H 3.752 2.462 1.195  0.08
47 H 2.167 1.893 0.645  0.08
48 H 3.128 0.942 1.795  0.03
49 H 4.359 6.266 6.132  0.10
50 H 3.217 5.301 7.044  0.12
51 H 2.576 6.726 4.409  0.07
52 H 2.075 7.244 6.021  0.09
53 H 1.446 5.735 5.336  0.09
54 O 0.009 2.647 -1.570  -0.24
55 P -0.991 2.933 -2.635  0.55
56 O -1.544 1.433 -2.961  -0.20
57 C -2.263 0.739 -1.953  -0.30
58 C -3.653 1.313 -1.744  -0.07
59 O -0.037 3.147 -3.936  -0.20
60 C 1.376 3.297 -3.803  -0.28
61 C 2.086 1.957 -3.854  -0.08
62 O -2.191 3.748 -3.402  -0.17
63 C -2.955 4.759 -2.721  -0.27
64 C -2.112 5.653 -1.836  -0.08
65 H -1.694 0.727 -1.018  0.10
66 H -2.353 -0.294 -2.298  0.11
67 H -3.596 2.287 -1.247  0.06
68 H -4.254 0.658 -1.114  0.08
69 H -4.161 1.456 -2.698  0.09
70 H 1.620 3.840 -2.891  0.10
71 H 1.708 3.916 -4.637  0.12
72 H 1.603 1.219 -3.213  0.06
73 H 3.128 2.063 -3.544  0.08
74 H 2.069 1.554 -4.868  0.08
75 H -3.754 4.287 -2.143  0.10
76 H -3.438 5.357 -3.494  0.12
77 H -1.632 5.080 -1.034  0.07
78 H -2.731 6.420 -1.372  0.09
79 H -1.325 6.138 -2.414  0.09
80 O -3.640 -5.764 -4.515  -0.22
81 P -4.369 -4.769 -3.692  0.53
82 O -3.467 -3.416 -3.730  -0.21
83 C -3.227 -2.740 -4.956  -0.28
84 C -4.474 -2.067 -5.499  -0.07
85 O -4.006 -5.241 -2.174  -0.21
86 C -3.346 -6.474 -1.914  -0.29
87 C -1.830 -6.343 -1.925  -0.07
88 O -5.733 -4.049 -3.131  -0.18
89 C -6.986 -4.204 -3.823  -0.27
90 C -7.226 -5.614 -4.323  -0.08
91 H -2.806 -3.432 -5.691  0.12
92 H -2.469 -1.985 -4.740  0.11
93 H -5.182 -2.813 -5.874  0.07
94 H -4.227 -1.403 -6.328  0.08
95 H -4.977 -1.493 -4.720  0.08
96 H -3.673 -7.240 -2.616  0.11
97 H -3.673 -6.793 -0.923  0.12
98 H -1.461 -5.791 -2.789  0.07
99 H -1.370 -7.332 -1.924  0.08
100 H -1.487 -5.802 -1.039  0.05
101 H -7.039 -3.490 -4.648  0.10
102 H -7.768 -3.928 -3.115  0.12
103 H -6.467 -5.911 -5.055  0.07
104 H -8.199 -5.684 -4.806  0.09
105 H -7.190 -6.328 -3.499  0.09

Kohn-Sham gap = 8.07 eV
HOMO = -11.9 eV
E_tot = -5733.5668 hartree
LUMO = -3.8193 eV
net charge = +1

No. 4
A 4-piece molecular cluster, C34H47ClF24IN4O6 overall at a distorted geometry, computed with wB97M-V/def2-TZVPD.

Each line ends with the Löwdin charge.
Element x y z (Å)
1 C 4.443 -0.674 -0.433  -0.10
2 C 3.341 -0.656 -1.520  -0.21
3 C 2.628 0.720 -1.662  -0.18
4 O 1.214 0.680 -1.432  -0.12
5 C 0.592 -0.100 -2.419  -0.21
6 N -0.881 0.054 -2.425  0.14
7 C -1.418 1.239 -1.964  -0.27
8 N -1.141 2.466 -2.281  0.00
9 C -1.866 3.595 -1.675  -0.05
10 C -1.435 3.857 -0.201  -0.22
11 O -1.628 4.917 0.258  0.11
12 C -0.092 2.745 -3.266  -0.09
13 C -0.323 2.133 -4.677  -0.83
14 O 0.594 1.928 -5.333  0.06
15 I -2.342 1.747 -5.347  0.90
16 N -2.489 1.059 -1.043  -0.08
17 N -3.672 1.028 -1.849  0.10
18 C -2.276 -0.244 -0.333  -0.18
19 C -1.634 0.217 1.035  -0.16
20 C -2.098 -0.612 2.250  -0.70
21 C -3.535 -0.267 2.726  -0.11
22 Cl -1.862 -2.381 2.014  0.67
23 C -1.294 -0.929 -1.343  -0.17
24 C -1.610 -2.382 -1.858  -0.30
25 C -0.875 -3.478 -1.021  -0.07
26 C -3.121 -2.715 -1.942  -0.16
27 C -3.269 -4.108 -2.670  -0.24
28 C -4.517 -4.176 -3.583  -0.11
29 H 5.211 0.078 -0.671  0.07
30 H 4.980 -1.638 -0.415  0.09
31 H 3.982 -0.491 0.550  0.07
32 H 2.644 -1.492 -1.312  0.11
33 H 3.810 -0.922 -2.488  0.11
34 H 3.109 1.409 -0.946  0.13
35 H 2.843 1.117 -2.676  0.13
36 H 0.831 -1.171 -2.392  0.12
37 H 0.968 0.261 -3.408  0.12
38 H -2.958 3.467 -1.740  0.13
39 H -1.653 4.540 -2.201  0.14
40 H -0.997 3.063 0.446  0.12
41 H -0.048 3.839 -3.415  0.15
42 H 0.911 2.472 -2.893  0.13
43 H -3.790 0.127 -2.312  0.08
44 H -4.454 1.164 -1.212  0.11
45 H -3.226 -0.746 -0.114  0.14
46 H -2.036 1.235 1.194  0.10
47 H -0.538 0.333 0.956  0.12
48 H -1.438 -0.326 3.088  0.10
49 H -3.562 -0.532 3.799  0.09
50 H -3.747 0.812 2.669  0.07
51 H -4.309 -0.884 2.240  0.08
52 H -0.446 -1.134 -0.661  0.12
53 H -1.156 -2.446 -2.866  0.10
54 H -0.653 -4.339 -1.679  0.08
55 H -1.501 -3.879 -0.211  0.04
56 H 0.098 -3.129 -0.634  0.08
57 H -3.488 -2.863 -0.907  0.11
58 H -3.725 -1.973 -2.493  0.10
59 H -2.350 -4.229 -3.277  0.10
60 H -3.238 -4.942 -1.947  0.11
61 H -5.435 -4.148 -2.975  0.08
62 H -4.476 -5.146 -4.113  0.08
63 H -4.517 -3.397 -4.361  0.07
64 C 2.751 -3.824 -6.766  -0.04
65 C 3.194 -4.359 -5.392  -0.44
66 C 2.301 -5.429 -4.766  -0.29
67 F 1.053 -4.964 -4.526  0.08
68 F 2.814 -5.813 -3.573  0.10
69 F 3.360 -3.317 -4.541  0.12
70 F 4.425 -4.912 -5.563  0.12
71 O 2.049 -2.587 -6.765  0.05
72 C 0.678 -2.613 -6.571  -0.53
73 C 0.278 -1.868 -5.300  -0.27
74 F 0.846 -2.431 -4.206  0.08
75 F -1.064 -1.918 -5.121  0.08
76 F 0.216 -3.877 -6.587  0.15
77 F 0.125 -1.988 -7.631  0.16
78 H 3.670 -3.607 -7.311  0.15
79 H 2.243 -4.583 -7.362  0.15
80 H 2.234 -6.312 -5.407  0.18
81 H 0.589 -0.821 -5.346  0.16
82 C 7.403 1.759 2.856  -0.05
83 C 6.052 1.403 2.211  -0.44
84 C 4.898 2.362 2.501  -0.29
85 F 4.604 2.412 3.814  0.10
86 F 3.773 1.938 1.859  0.07
87 F 5.719 0.137 2.544  0.13
88 F 6.243 1.405 0.858  0.09
89 O 7.735 1.070 4.050  0.05
90 C 7.269 1.584 5.254  -0.53
91 C 6.333 0.608 5.966  -0.28
92 F 5.248 0.340 5.205  0.09
93 F 5.891 1.148 7.124  0.10
94 F 6.705 2.793 5.065  0.14
95 F 8.355 1.786 6.029  0.15
96 H 8.164 1.438 2.145  0.15
97 H 7.544 2.836 2.953  0.15
98 H 5.128 3.371 2.150  0.18
99 H 6.844 -0.332 6.183  0.18
100 C -3.458 3.335 5.388  -0.05
101 C -4.866 3.104 4.807  -0.44
102 C -5.920 4.142 5.190  -0.30
103 F -6.133 4.171 6.518  0.10
104 F -7.103 3.829 4.605  0.10
105 F -5.278 1.857 5.124  0.13
106 F -4.742 3.127 3.444  0.09
107 O -3.115 2.588 6.545  0.04
108 C -3.470 3.100 7.789  -0.53
109 C -4.438 2.178 8.531  -0.28
110 F -5.582 2.018 7.831  0.10
111 F -4.767 2.715 9.726  0.11
112 F -3.944 4.353 7.666  0.14
113 F -2.327 3.192 8.502  0.15
114 H -2.762 2.978 4.628  0.14
115 H -3.227 4.395 5.504  0.15
116 H -5.629 5.142 4.854  0.18
117 H -3.991 1.194 8.692  0.18

Kohn-Sham gap = 9.66 eV
HOMO = -12.7 eV
E_tot = -5148.5699 hartree
LUMO = -3.0219 eV
net charge = +1